No. 1
The following is a quantum chemistry calculation of a molecular structure, C3H12N3 in a non-equilibrium geometry, from the OMol25 dataset.

Calculated values
* E_tot: -7765.591 eV
* HOMO: -14.61 eV
* F_max: 0.124 hartree/bohr
* molecular weight: 90.150 Da
* charge: +1
* ΔE to the lowest compared entry with this formula, charge and spin: 486.2 kJ/mol

```
18
Properties=species:S:1:pos:R:3:forces:R:3
C 0.208 -0.516 -1.365 0.8 -1.5 1.5
C 0.483 1.332 0.102 -1.6 2.0 1.8
C 1.244 -0.767 0.823 -0.9 -2.7 0.1
N -2.204 -0.250 -0.140 1.3 -1.0 0.7
N -1.156 -0.475 0.638 0.5 2.9 5.6
N 0.246 -0.071 0.042 0.5 -0.4 -1.6
H -0.718 -0.352 -1.783 -2.1 0.3 -0.7
H 0.879 -0.015 -1.962 1.9 1.3 -0.9
H 0.455 -1.551 -1.374 0.0 -0.9 -0.2
H 0.558 1.536 1.199 -0.4 0.5 -0.9
H 1.341 1.801 -0.353 0.5 -0.7 -0.5
H -0.430 1.722 -0.350 0.2 0.9 0.2
H 1.227 -0.423 1.828 0.1 0.4 0.8
H 0.927 -1.823 0.806 0.2 0.3 0.3
H 2.219 -0.757 0.399 0.7 0.6 -0.5
H -2.509 0.673 -0.306 -0.9 0.6 -0.7
H -2.411 -1.140 -0.534 -1.4 0.3 -1.0
H -1.257 0.315 1.701 0.7 -3.0 -4.1
```
Positions in Å, forces in eV/Å.

***

No. 2
The following is a quantum chemistry calculation of 2 unconnected molecules or ions with the total composition C4H10O in a non-equilibrium geometry, from the OMol25 dataset.

Calculated values
* E_tot: -6356.005 eV
* HOMO: -9.95 eV
* F_max: 0.070 hartree/bohr
* molecular weight: 74.123 Da
* ΔE to the lowest compared entry with this formula, charge and spin: 173.5 kJ/mol

```
15
Properties=species:S:1:pos:R:3:forces:R:3
C 1.676 -4.085 0.363 -1.5 0.2 -1.5
C 1.289 -2.641 -0.121 -1.0 -2.3 -1.2
O 0.699 -1.805 0.480 0.0 0.6 1.2
H 1.529 -4.953 -0.332 -0.3 1.2 0.1
H 1.479 -4.451 1.336 -1.3 0.3 1.2
H 2.686 -4.021 0.437 3.6 0.2 -0.2
H 1.442 -2.452 -1.219 0.6 -0.3 0.5
C -1.423 2.298 -0.103 -2.0 -1.9 1.0
C -1.213 3.792 -0.039 -0.8 1.7 -1.1
H -0.779 1.831 -0.833 0.8 -0.1 0.2
H -2.451 2.000 -0.619 1.6 0.8 1.6
H -1.334 1.767 0.961 -0.2 1.0 -2.5
H -1.736 4.336 0.786 0.6 -0.7 -0.3
H -0.171 4.150 -0.149 -0.4 -0.5 0.6
H -1.695 4.233 -0.946 0.3 -0.2 0.5
```
Positions in Å, forces in eV/Å.

***

No. 3
The following is a quantum chemistry calculation of 2 unconnected molecules or ions with the total composition C5H13FN2S in a non-equilibrium geometry, from the OMol25 dataset.

Calculated values
* E_tot: -21925.806 eV
* HOMO: -8.65 eV
* F_max: 0.107 hartree/bohr
* molecular weight: 152.238 Da
* ΔE to the lowest compared entry with this formula, charge and spin: 86.0 kJ/mol

```
22
Properties=species:S:1:pos:R:3:forces:R:3
C -0.630 -3.104 2.258 0.3 -0.3 0.3
N -0.012 -2.102 1.766 -0.1 0.1 1.5
S -0.472 -1.472 0.290 -2.6 -2.7 -0.5
N 0.204 -0.086 0.036 0.4 4.1 -0.5
C 1.345 -0.001 -0.790 4.6 -2.1 0.3
C 1.218 0.277 -2.310 -2.5 4.3 2.3
C -0.298 1.284 0.338 -2.7 -0.7 0.8
C -0.761 1.369 1.791 1.6 -1.4 1.1
H -1.383 -3.706 1.675 0.5 0.6 0.6
H -0.412 -3.415 3.338 -0.1 0.3 -1.7
H 1.748 -1.020 -0.686 0.0 0.0 -0.6
H 2.257 0.500 -0.236 -1.9 0.1 -1.2
H 1.897 -0.239 -2.916 0.4 -1.0 -0.9
H 0.115 0.263 -2.502 1.3 -1.4 -0.6
H 1.341 1.408 -2.488 0.4 -1.4 0.1
H -1.210 1.699 -0.223 1.0 -1.3 -0.1
H 0.488 1.932 0.046 0.9 0.8 0.2
H -1.393 0.450 2.034 0.7 1.4 -0.3
H 0.137 1.370 2.502 -1.2 -0.2 -0.9
H -1.294 2.272 1.978 -0.6 0.6 0.1
F -1.681 1.189 -3.361 0.5 0.0 1.1
H -1.203 1.133 -2.541 -0.9 0.2 -1.1
```
Positions in Å, forces in eV/Å.

***

No. 4
The following is a quantum chemistry calculation of 2 unconnected molecules or ions with the total composition C6H18N4O3 in a non-equilibrium geometry, from the OMol25 dataset.

Calculated values
* E_tot: -18610.325 eV
* HOMO: -9.06 eV
* F_max: 0.074 hartree/bohr
* molecular weight: 194.235 Da

```
31
Properties=species:S:1:pos:R:3:forces:R:3
C -3.555 -0.245 -0.554 -0.4 1.4 -1.6
N -2.915 -0.756 0.639 -1.9 -1.8 -0.8
C -1.703 -0.151 0.959 1.3 2.6 -1.6
C -0.470 -0.589 0.094 -2.1 0.5 0.0
C 0.725 0.276 0.132 0.5 -0.1 -1.4
C 1.849 -0.447 -0.548 1.3 -0.8 0.7
N 3.148 0.262 -0.549 0.5 -1.6 -0.7
C 4.206 -0.551 -1.165 0.7 -0.9 1.7
N 3.680 0.623 0.657 -3.2 -0.7 0.3
O 3.876 -0.343 1.665 0.8 0.1 -1.0
N 4.366 1.693 0.670 3.2 1.9 0.5
O 4.652 2.168 -0.435 -1.0 0.0 1.2
H -4.535 -0.669 -0.798 0.1 -0.5 0.6
H -3.822 0.857 -0.406 0.7 -1.3 -0.2
H -3.001 -0.363 -1.561 -0.3 0.4 1.5
H -2.764 -1.752 0.544 -0.3 -0.3 0.0
H -1.958 0.926 0.798 0.9 -0.3 0.1
H -1.519 -0.218 1.997 0.6 -0.4 1.3
H -0.239 -1.586 0.387 0.4 -1.0 0.3
H -0.738 -0.641 -0.953 -0.6 -0.2 -0.4
H 1.044 0.327 1.106 0.6 0.9 2.7
H 0.557 1.257 -0.288 -0.1 0.3 0.0
H 1.661 -0.703 -1.585 -0.1 0.2 -0.3
H 1.953 -1.425 -0.010 0.1 0.4 -0.4
H 5.204 -0.096 -1.139 -0.6 0.5 0.0
H 4.346 -1.481 -0.540 -0.4 0.4 -1.0
H 3.953 -0.714 -2.164 -0.3 -0.7 -1.6
H 3.380 -0.156 2.461 -0.6 0.7 0.1
O -7.124 1.856 -0.042 0.1 -0.4 0.2
H -7.785 1.180 0.092 -0.9 0.0 -0.4
H -6.470 1.461 0.535 0.9 0.4 0.2
```
Positions in Å, forces in eV/Å.

***

Question: Which value of HOMO does entry 2 give?
Answer: -9.95 eV

***

Question: Number 1 is which compound?
Answer: C3H12N3

***

Question: What is the formula in the first record?
Answer: C3H12N3